[1]
ORCA calculation (ωB97M-V/def2-TZVPD) on a molecular structure, C36H88NO31S10 in a non-equilibrium geometry.

For the calculated total energy, the calculation gives -7793.54939 hartree. Its charge is -1. The largest force on an atom is 1.06 eV Å⁻¹.

Last column: Mulliken charge in e.
Element x y z (Å)
O -7.90 6.69 -0.53  -0.66
H -2.30 -3.01 -8.93  0.29
H -1.74 2.01 0.64  0.23
S -4.09 -0.99 -6.77  1.34
C -7.05 7.64 -3.47  -0.34
H -3.03 0.24 -0.14  0.33
H 7.88 9.47 0.30  0.38
C 1.52 4.18 0.02  -0.89
H -5.93 2.32 -1.95  0.31
H 1.74 -4.53 5.48  0.21
H 4.97 -2.87 2.64  0.33
H -1.67 -2.06 6.29  0.38
H 7.25 -7.05 3.89  0.37
H 0.36 1.55 -1.49  -0.11
C -0.16 -0.43 2.20  -1.08
H 11.52 -8.00 5.34  0.35
H -0.05 -2.57 5.73  0.21
C 10.44 -9.57 6.39  -0.98
C 5.91 9.01 1.00  -0.37
H 2.73 -6.55 6.58  0.40
O -5.04 -1.79 -6.05  -0.64
C -8.54 7.89 -3.41  -0.97
C -0.39 -3.09 11.18  -0.97
C -2.66 -2.82 -7.92  -0.39
O 6.79 -2.62 0.94  -0.69
O 9.59 -8.10 4.60  -0.27
C 2.22 8.57 -0.16  -0.97
O -3.64 -1.77 -8.08  -0.30
C -2.90 0.98 -2.80  -1.23
O -9.76 -1.27 -10.11  -0.63
C -12.06 -0.84 -7.91  -0.97
H -9.05 7.12 -2.84  0.29
H 0.53 -0.40 3.04  0.30
O 1.64 -3.92 3.03  -0.69
H 0.37 1.93 0.24  -0.58
C 1.86 0.56 -0.44  -0.19
O -1.22 -2.31 8.99  -0.27
H -11.86 -0.29 -8.84  0.30
O -0.52 4.52 -1.59  -0.71
N -0.92 4.47 0.93  -0.44
C 0.58 -0.88 0.95  -0.01
O -8.43 0.06 -8.51  -0.62
C 1.00 1.77 -0.63  1.61
H 6.77 8.96 -0.99  0.30
H 10.49 -4.71 -0.37  0.26
H 11.34 -10.13 6.68  0.38
O 0.25 6.41 -0.19  -0.64
C -3.53 1.20 -0.32  0.15
O 4.52 9.18 0.67  -0.29
H -10.36 -0.01 -6.84  0.34
H 8.52 -5.95 3.26  0.32
S -2.47 4.78 0.98  1.03
O -3.20 3.46 0.41  -0.23
H 5.22 -3.95 -0.96  0.35
H 3.06 -4.12 6.57  0.32
H 0.12 -2.13 11.32  0.26
C 10.29 -3.72 0.03  -0.95
H 3.52 -1.83 2.77  0.35
H -4.30 1.55 1.69  0.45
C -3.23 -4.08 -7.30  -0.97
H -0.74 -3.45 12.15  0.38
H -2.31 -2.25 10.67  0.27
S -6.62 6.55 -1.16  1.19
O -9.79 -1.81 -7.70  -0.27
H -8.95 7.90 -4.42  0.39
H -4.23 0.92 -8.12  0.35
O 1.76 -0.07 0.77  -0.35
H -6.82 6.66 -3.90  0.30
H -4.38 6.87 -0.51  0.36
H -1.82 -2.43 -7.33  0.37
H 1.71 3.35 -1.97  0.35
S 9.03 -6.82 5.38  1.23
C 9.18 -3.04 -0.75  -0.35
H -7.08 -2.16 -9.82  0.39
H 2.94 -6.64 4.82  0.30
O 10.12 -5.90 5.56  -0.67
H -0.59 0.57 2.07  0.21
H 2.90 2.79 -0.79  0.44
H -4.71 0.33 -1.87  0.58
C -4.94 0.33 -7.56  -0.84
H -2.48 -4.86 -7.31  0.39
S -0.05 4.99 -0.30  1.18
C 6.85 9.54 -0.07  -0.96
O 0.94 -3.27 8.29  -0.60
H 5.95 -5.57 -0.76  0.39
O 4.22 6.86 -0.05  -0.64
H 11.20 -3.12 -0.05  0.39
O 7.65 -4.89 1.39  -0.58
H 3.77 -2.84 1.32  0.39
H -2.01 2.60 -1.02  0.22
S 3.06 -4.12 3.11  1.54
H -8.15 -3.40 -9.10  0.41
H -2.60 1.91 -3.29  0.45
O -6.40 7.75 -2.19  -0.31
O -2.90 4.85 2.35  -0.77
H -2.06 -3.88 10.05  0.34
H -8.75 8.85 -2.93  0.26
C 3.92 -2.77 2.40  -1.08
H 9.64 -10.28 6.19  0.26
H -5.51 7.98 0.33  0.46
H -5.72 -0.07 -8.20  0.19
H 2.28 4.96 0.00  0.13
H -12.45 -1.82 -8.18  0.26
S -0.44 -3.20 7.93  1.23
O 8.29 -7.25 6.52  -0.62
C 5.65 -4.66 -0.26  -0.83
O -1.17 -4.41 7.71  -0.67
H -5.42 6.26 0.80  0.32
H -5.18 0.31 0.76  0.43
H -4.10 -4.42 -7.87  0.23
H 1.47 3.79 1.04  0.51
H 6.04 9.56 1.93  0.28
S 7.08 -3.94 0.47  1.20
H 4.30 -6.18 5.84  0.23
H 10.14 -8.94 7.22  0.31
C -4.04 1.19 -1.77  0.83
H -4.66 2.85 -3.07  0.40
H 6.10 7.95 1.21  0.33
O 4.31 8.66 -1.73  -0.65
O 2.63 0.15 -1.25  -0.59
H 11.10 -9.39 4.34  0.27
H 10.04 -3.82 1.08  0.27
O -2.93 -0.49 -6.11  -0.66
C -0.62 -2.12 6.55  -0.83
C -4.85 2.46 -2.07  -1.47
H 7.41 -5.40 4.54  0.39
C -1.57 -2.93 10.25  -0.37
H -11.02 -1.48 -6.14  0.27
H 1.65 8.01 -0.90  0.37
C 7.95 -6.25 4.13  -0.90
H -5.39 0.92 -6.76  0.35
C -10.80 -0.97 -7.08  -0.36
C -7.71 -2.41 -8.97  -0.98
H 8.93 -2.07 -0.34  0.32
H -7.14 -2.35 -8.04  0.23
H -0.96 -1.13 2.44  0.37
H -2.04 0.53 -2.30  -0.10
O -6.29 5.32 -1.81  -0.54
S 3.90 8.21 -0.43  1.25
H -4.57 3.24 -1.36  0.13
C -5.35 6.97 -0.02  -0.98
O 3.51 -3.89 4.61  -0.30
H 1.93 8.23 0.83  0.27
H -0.21 -1.15 6.81  0.37
H -3.22 0.25 -3.54  0.25
H -12.81 -0.29 -7.34  0.38
H 9.47 -2.90 -1.79  0.28
H 0.34 -3.79 10.79  0.29
C 10.75 -8.75 5.15  -0.39
O -2.90 5.82 0.08  -0.63
C 3.22 -6.09 5.72  -1.08
C -2.50 2.32 -0.08  -0.29
H 0.91 -1.91 1.10  0.35
H 4.96 -4.88 0.55  0.18
C 1.84 3.04 -0.93  -0.79
H -3.55 -3.91 -6.27  0.29
H -5.41 2.03 0.42  0.28
C -4.67 1.28 0.70  -1.70
H 6.62 10.58 -0.30  0.25
H -6.56 8.39 -4.08  0.28
O 3.63 -5.34 2.61  -0.73
C 2.81 -4.64 5.64  -0.21
H -0.07 -0.82 0.07  0.21
O 7.97 -3.84 -0.83  -0.27
H 2.08 9.64 -0.29  0.47
S -8.98 -1.20 -8.91  1.23

[2]
ORCA calculation (ωB97M-V/def2-TZVPD) on 9 unconnected molecules or ions with the total composition C36H90ClN6O12 in a non-equilibrium geometry.

For the calculated total energy, the calculation gives -3116.83467 hartree. Its charge is -1. The largest force on an atom is 3.79 eV Å⁻¹.

Last column: Mulliken charge in e.
Element x y z (Å)
H 0.02 -2.07 -5.12  0.36
H 3.47 4.88 -2.24  0.06
O -1.46 2.89 -4.23  0.04
N -0.18 -5.83 3.12  0.25
C -5.18 2.99 1.75  -0.77
H 1.66 1.44 2.91  0.49
C -1.76 -7.78 3.23  -2.14
H 0.44 2.95 0.33  -0.50
C 6.02 0.95 1.37  -0.77
H -6.44 1.75 4.56  0.25
C 0.09 -3.44 -3.52  -0.45
H 3.24 6.04 -3.56  0.31
H 0.48 2.10 -3.23  0.16
H 2.43 -4.45 3.37  0.39
C -6.37 1.95 3.49  -0.71
H -7.32 2.32 3.12  0.31
H 1.31 2.17 -7.33  0.44
H 2.89 -2.82 -4.18  0.31
C -0.59 -5.73 -3.58  -0.56
H 0.02 -3.43 0.76  0.10
H -4.46 -3.69 -1.62  0.36
O -2.70 0.76 0.12  -0.52
H -4.51 4.89 2.20  0.32
H 1.13 0.73 -6.37  0.18
H 2.23 -3.77 1.83  0.28
H -2.78 -8.16 3.10  0.37
C -2.54 -5.57 3.95  -1.46
H 0.45 -5.22 0.53  0.51
H 4.25 4.46 0.56  -0.17
H 0.78 -3.69 -2.72  0.29
C -0.52 4.67 -1.57  -1.28
H -1.22 1.23 -5.20  0.23
O -1.28 -1.04 0.35  -0.24
H -3.60 -5.75 3.75  0.41
H 1.93 -0.22 2.46  0.32
H 3.70 1.82 -0.26  0.22
C 0.74 -2.36 -4.36  0.33
H -1.03 -8.34 2.65  0.49
H 2.51 1.86 -6.29  0.40
H 7.31 2.55 1.73  0.44
H -3.20 -6.14 1.45  0.48
H 0.00 -0.96 -3.02  0.04
H 6.53 4.59 3.21  0.40
C 5.51 4.21 3.28  -2.04
H -2.33 -5.88 4.97  0.32
H 0.36 -6.14 -3.23  0.30
H 5.95 4.76 0.75  0.52
N 0.55 3.94 0.49  -0.51
C 1.85 -4.59 2.45  -1.96
C -3.88 -2.78 -1.45  -0.39
O -0.98 0.50 -1.46  -0.36
C 2.43 0.66 2.85  -2.22
H 4.83 5.06 3.28  0.40
H -1.70 -6.82 0.92  0.34
H -4.87 4.40 -0.47  0.46
H -0.24 5.23 -2.47  0.45
C 3.50 1.26 1.87  1.86
C 0.65 2.45 -5.21  0.75
H -2.81 -2.92 -1.30  -0.04
H 1.04 6.58 -0.18  0.34
H 6.59 1.81 3.12  0.38
O 0.30 -6.00 4.46  -0.50
O -0.44 -4.52 -4.31  -0.39
N 3.90 2.59 2.42  0.32
C 4.75 0.30 1.94  -1.24
C 3.00 1.39 0.46  -0.52
H 0.47 -2.40 3.07  0.03
C 0.80 4.43 -0.82  1.67
H 5.37 3.73 4.25  0.47
C -1.64 -6.28 2.96  1.89
H 2.79 3.33 3.49  0.40
H -6.20 1.02 2.95  0.27
C -3.73 -1.73 2.70  0.36
H -1.97 -4.63 -0.05  0.04
C -4.12 4.08 1.58  0.37
H 0.85 -6.78 4.34  0.35
H 1.54 -1.39 -2.81  0.18
H 2.86 0.43 3.82  0.48
H -3.57 5.49 0.02  0.37
H -1.48 -8.06 4.25  0.39
H -3.88 -1.07 -0.56  0.16
H -1.13 -3.10 3.11  -0.32
H 2.47 -1.93 -5.61  0.33
N 0.86 -1.15 -3.52  -0.40
H -2.61 2.85 1.39  0.00
N 1.09 1.80 -3.98  -0.47
H 5.98 1.05 0.29  0.37
O 2.04 6.36 -1.92  -0.46
C 5.20 3.22 2.13  1.78
H -3.92 -0.77 2.23  -0.17
C 0.31 -4.58 2.57  1.62
H -2.67 -1.90 2.54  -0.31
H 4.94 0.00 2.97  0.38
C -0.08 -3.30 3.34  -0.63
C -0.11 -4.46 1.08  -1.23
C 5.20 3.97 0.77  -1.26
H -3.21 2.99 2.79  0.35
H -1.13 5.41 -1.04  0.32
H -0.76 -2.99 -3.01  0.17
C 2.10 -2.67 -4.90  -1.56
C 2.73 5.47 -2.78  -0.06
C -0.90 2.27 -5.32  -0.86
H -3.22 3.54 -5.16  0.35
H -4.73 -2.67 1.21  0.40
C 6.35 2.20 2.13  -1.31
C 1.42 1.78 -6.32  -1.68
H -3.34 2.02 -4.08  0.36
H 1.45 3.85 0.93  0.31
O -4.58 -2.76 2.16  -0.55
H -1.10 3.78 -1.79  0.01
H 6.87 0.27 1.46  0.42
H 2.16 2.08 0.43  -0.83
H -6.14 3.32 1.35  0.49
H 2.47 5.64 -0.01  0.11
H -3.25 3.80 -0.40  -0.04
H -4.04 -2.17 -2.34  0.36
H 4.59 -0.57 1.30  0.36
H -2.35 -4.50 3.84  0.23
H 1.39 3.71 -1.39  0.15
H 2.05 4.84 -3.34  -0.13
C -3.95 4.47 0.10  -0.91
H 2.63 0.42 0.11  0.54
H -2.22 -3.90 1.47  -0.85
C -2.88 2.99 -4.27  -0.83
H 5.31 3.33 -0.10  0.34
O -4.37 -1.89 -0.47  -0.59
H -1.32 2.65 -6.25  0.48
C -2.12 -6.04 1.55  -1.65
H -3.99 -1.57 3.75  0.34
O -5.35 2.81 3.16  -0.33
H -4.91 2.08 1.21  0.23
H -1.27 -5.60 -2.73  0.15
C -1.65 -4.70 0.99  1.42
O -0.49 1.01 0.80  -0.74
O 2.85 3.51 2.55  -0.53
C 1.60 5.78 -0.66  -0.79
H 0.82 0.82 -4.05  0.24
H 1.94 -3.52 -5.57  0.45
H -1.05 -6.47 -4.24  0.27
H 0.02 -3.48 4.41  0.36
H 0.84 3.52 -5.24  0.31
H 2.11 -5.55 2.01  0.52
H -3.26 3.58 -3.44  0.13
Cl -1.34 0.35 -0.10  0.83
N -2.85 3.58 2.05  -0.65

[3]
ORCA calculation (ωB97M-V/def2-TZVPD) on a molecular structure, C36H90N6Na3O16P in a non-equilibrium geometry.

For the calculated total energy, the calculation gives -3786.32216 hartree. The largest force on an atom is 2.17 eV Å⁻¹.

Last column: Mulliken charge in e.
Element x y z (Å)
H -31.46 -18.86 31.38  0.34
C -22.89 -26.11 26.94  -0.49
C -17.18 -18.26 24.95  -0.87
C -28.83 -19.09 30.22  -0.35
C -23.61 -13.89 22.75  -0.85
H -27.92 -16.16 24.57  0.27
H -24.92 -22.32 29.89  -0.10
H -20.05 -22.15 25.68  0.44
O -26.50 -14.49 28.93  -0.49
H -24.69 -13.95 22.73  0.14
C -23.23 -11.71 31.10  -0.85
H -27.81 -21.79 30.83  0.29
H -26.71 -15.06 23.96  0.46
H -26.11 -17.00 26.17  -0.84
C -26.83 -16.05 24.42  -0.93
C -23.09 -15.06 32.51  -0.47
C -25.98 -22.56 30.03  -0.78
H -26.00 -23.52 30.57  0.57
H -21.60 -23.87 26.08  0.52
C -26.67 -14.94 30.25  -0.40
C -22.90 -18.05 32.30  -0.85
H -20.97 -20.95 23.84  0.67
C -24.85 -18.98 33.32  -0.28
O -23.22 -14.54 23.94  -0.10
H -19.04 -16.18 24.78  0.37
H -24.88 -15.48 28.00  0.03
H -27.22 -17.37 22.73  0.67
C -25.98 -15.45 28.06  1.00
C -32.80 -18.80 27.42  -0.84
O -27.10 -22.07 25.69  -0.33
H -26.95 -18.22 30.72  -0.37
H -27.11 -14.12 30.81  0.38
O -22.00 -25.61 27.92  -0.43
Na -24.01 -17.53 25.20  -0.01
C -27.12 -21.07 24.69  -0.10
H -27.61 -19.30 31.93  0.29
H -31.72 -20.48 30.71  0.31
O -23.51 -13.07 31.32  -0.13
O -23.86 -20.56 27.26  0.04
O -23.64 -18.31 33.50  -0.46
H -20.66 -18.59 23.91  -0.22
H -32.84 -19.89 27.52  0.34
H -23.01 -13.11 33.31  0.41
H -22.51 -21.54 27.13  0.02
C -27.45 -19.18 30.85  0.00
H -20.36 -20.55 26.28  0.26
C -26.74 -21.53 30.82  -0.82
C -31.08 -19.60 30.67  -0.59
H -30.76 -20.03 26.07  0.39
H -22.24 -11.60 30.63  0.33
H -25.89 -23.27 24.49  0.57
H -22.82 -27.20 27.01  0.28
H -30.46 -19.75 27.80  0.28
H -23.13 -14.32 21.87  0.34
H -31.20 -19.15 29.67  0.07
Na -22.08 -19.93 28.83  0.75
H -24.99 -18.70 21.96  0.33
H -23.93 -25.82 27.12  0.13
H -25.67 -18.44 33.79  0.26
H -20.73 -15.29 25.90  0.63
H -18.64 -17.02 23.31  0.50
H -22.75 -19.02 31.80  0.14
H -22.36 -20.35 24.88  -0.43
C -30.55 -19.25 26.82  -0.37
H -26.21 -20.44 24.73  -0.38
O -22.41 -22.31 24.26  -0.30
H -16.69 -17.28 24.96  0.33
H -22.41 -15.51 33.24  0.44
H -21.93 -17.69 32.64  0.61
H -24.82 -19.98 33.77  0.38
C -28.30 -20.15 24.94  -1.10
H -22.76 -23.88 28.87  0.10
H -23.67 -17.57 30.36  -0.51
H -23.78 -17.42 21.58  0.20
H -21.37 -14.97 23.12  0.45
H -28.41 -19.46 24.09  0.21
C -25.96 -22.92 25.52  -0.60
O -24.41 -19.17 29.03  -0.95
H -25.71 -19.84 29.94  -0.45
O -25.19 -16.88 22.94  0.02
C -21.66 -21.17 24.66  0.35
H -27.18 -21.59 23.72  0.81
C -26.50 -15.12 26.67  -1.21
H -21.66 -13.46 32.21  0.39
H -33.61 -18.58 26.72  0.31
C -19.15 -17.15 24.27  -0.73
H -21.62 -17.59 25.66  -0.10
H -24.01 -11.25 30.49  0.21
H -28.47 -22.58 28.82  0.11
H -16.88 -18.84 24.08  0.32
C -24.83 -17.63 21.80  -0.92
C -21.81 -14.64 24.08  -0.96
C -29.27 -18.53 26.45  -0.57
O -22.97 -18.09 27.16  -1.01
H -28.94 -17.92 27.30  0.12
H -21.42 -13.65 24.32  0.38
H -26.46 -21.59 31.89  0.30
O -25.41 -18.65 26.62  0.38
H -22.43 -15.40 25.86  0.08
H -25.74 -15.27 30.72  0.11
H -29.21 -18.05 30.21  0.64
H -23.88 -21.12 23.42  0.08
H -24.66 -17.01 31.66  0.18
H -23.19 -11.19 32.07  0.32
H -29.49 -17.77 25.67  0.40
C -22.15 -23.36 26.88  0.20
H -27.35 -15.81 30.25  0.06
C -27.72 -23.34 28.58  -0.85
Na -26.27 -20.71 27.61  -0.14
P -24.16 -19.03 27.51  -0.09
C -26.45 -17.19 23.49  -0.45
C -23.28 -22.00 23.20  -0.59
H -23.20 -23.42 26.58  -0.23
H -24.08 -15.19 32.98  0.28
H -22.56 -25.86 25.93  0.24
H -28.86 -19.44 29.18  -0.39
H -23.46 -15.28 30.56  0.21
O -18.58 -18.18 25.06  -0.14
H -33.02 -18.34 28.39  0.27
H -26.40 -18.15 24.05  -0.07
H -25.06 -22.34 25.75  -0.07
N -26.15 -16.11 25.68  1.33
C -20.60 -17.50 23.96  -0.49
C -21.55 -15.57 25.23  -0.42
N -21.63 -16.97 24.86  0.52
C -22.00 -24.23 28.14  -0.58
H -21.06 -23.99 28.65  0.34
H -25.11 -19.17 32.27  -0.21
H -27.86 -23.62 27.54  0.22
H -27.83 -24.24 29.20  0.42
C -22.74 -13.61 32.36  -0.81
C -20.86 -21.45 25.93  -1.02
O -29.74 -19.91 30.95  -0.40
H -27.60 -14.94 26.70  0.19
H -27.26 -18.94 26.24  -0.54
H -22.69 -21.93 22.28  0.31
H -25.38 -17.25 20.94  0.29
N -22.94 -15.79 31.26  -0.38
N -21.57 -22.01 27.08  -0.13
H -23.31 -12.83 22.79  0.34
H -26.34 -16.45 28.35  -0.32
C -23.61 -17.10 31.35  0.88
H -26.20 -14.10 26.37  0.22
H -26.03 -23.75 26.22  0.13
O -31.61 -18.32 26.84  -0.39
H -20.80 -17.12 22.95  0.47
H -23.96 -22.84 23.10  0.30
H -29.16 -20.80 25.02  0.62
N -26.61 -20.20 30.27  1.95
N -28.16 -19.42 26.21  1.08
O -26.43 -22.78 28.69  0.14
H -16.81 -18.72 25.87  0.23

Number 1: HOMO-LUMO gap 8.11 eV. Number 2: HOMO-LUMO gap 8.57 eV. Number 3: HOMO-LUMO gap 7.68 eV.